DFT (ωB97M-V with the def2-TZVPD basis set) results for C20H43CuN2O3 as an isolated structure in a non-equilibrium geometry.

Molar mass ... 423.12 g mol⁻¹
Energy relative to the best compared isomer or geometry (same formula, charge and spin) ... 124.44 kJ/mol

Structure (ORCA input):
```
! RIJCOSX wB97M-V def2-TZVPD def2/J DEFGRID3
* xyz 0 1
Cu -0.353 0.122 0.082
C -2.021 -3.980 0.662
C -1.466 -2.611 1.069
O -1.700 -1.629 0.121
H -3.111 -3.932 0.729
H -1.727 -4.749 1.382
H -1.780 -4.238 -0.369
H -0.399 -2.694 1.339
H -2.004 -2.343 1.998
C -0.358 3.016 -3.314
C -1.099 1.857 -2.647
C -2.315 1.376 -3.453
C -1.994 0.400 -4.591
C -1.149 -0.757 -4.113
C 0.141 -0.276 -3.469
N -0.132 0.742 -2.433
O 1.080 1.131 -1.836
C 0.796 -1.454 -2.714
C 1.156 0.126 -4.557
C -1.595 2.273 -1.271
H 0.262 2.674 -4.146
H 0.203 3.649 -2.624
H -1.040 3.736 -3.776
H -3.069 0.899 -2.827
H -2.784 2.254 -3.902
H -1.578 0.899 -5.471
H -2.946 0.008 -4.960
H -0.880 -1.447 -4.913
H -1.703 -1.310 -3.348
H 1.828 -1.284 -2.397
H 0.244 -1.650 -1.787
H 0.840 -2.415 -3.232
H 1.951 0.775 -4.174
H 1.801 -0.671 -4.936
H 0.666 0.552 -5.435
H -2.040 1.454 -0.698
H -2.358 3.042 -1.430
H -0.824 2.751 -0.661
H 1.427 1.868 -2.372
C 3.193 0.348 2.928
C 2.004 -0.443 2.323
C 1.769 -1.681 3.220
C 0.882 -1.395 4.423
C -0.374 -0.609 4.059
C -0.109 0.682 3.299
N 0.786 0.394 2.178
O 0.982 1.449 1.264
C -1.465 1.195 2.719
C 0.381 1.760 4.296
C 2.309 -0.982 0.902
H 4.168 -0.063 2.675
H 3.089 0.363 4.015
H 3.177 1.413 2.673
H 1.352 -2.538 2.693
H 2.766 -1.938 3.585
H 1.422 -0.928 5.248
H 0.464 -2.357 4.728
H -0.876 -0.391 5.007
H -1.086 -1.286 3.583
H -2.244 0.441 2.624
H -1.901 1.960 3.368
H -1.304 1.760 1.798
H 1.159 1.265 4.887
H 0.906 2.600 3.829
H -0.362 2.194 4.959
H 2.900 -1.898 0.934
H 2.863 -0.206 0.369
H 1.446 -1.236 0.281
H 1.736 1.960 1.607
*
```